Record 1
{
  "formula": "C2H4NO2",
  "method": "ωB97M-V/def2-TZVPD",
  "homo_ev": [-17.07, -17.07],
  "total_charge": 1,
  "multiplicity": 1,
  "relative_energy_ev": 6.036,
  "homo_lumo_gap_ev": [9.14, 9.14],
  "elements": ["C", "C", "N", "O", "O", "H", "H", "H", "H"],
  "positions_angstrom": [[0.668, 0.113, 0.219], [-0.601, 0.730, -0.175], [0.131, -1.221, 0.059], [0.402, -2.326, 0.163], [-1.339, -0.456, -0.421], [1.231, 0.186, -0.718], [1.116, 0.200, 1.240], [-1.065, 1.468, 0.635], [-0.544, 1.306, -1.000]],
  "nbo_charge": [-0.312, -0.116, 0.563, 0.042, -0.265, 0.313, 0.314, 0.241, 0.222]
}

Record 2
{
  "formula": "C2H2Br3ClS",
  "method": "ωB97M-V/def2-TZVPD",
  "homo_ev": -9.55,
  "multiplicity": 1,
  "relative_energy_ev": 0.310,
  "homo_lumo_gap_ev": 8.89,
  "elements": ["C", "C", "S", "Cl", "Br", "Br", "Br", "H", "H"],
  "positions_angstrom": [[0.377, 0.333, 0.169], [-0.964, 0.158, -0.560], [0.613, -0.955, 1.466], [2.656, -0.707, 1.719], [1.756, 0.348, -1.269], [-2.444, 0.366, 0.705], [-1.021, -1.604, -1.353], [0.249, 1.280, 0.529], [-1.222, 0.781, -1.405]],
  "nbo_charge": [-0.429, -0.358, 0.308, -0.142, 0.048, 0.050, 0.052, 0.217, 0.255]
}

Record 3
{
  "formula": "C7H8O",
  "method": "ωB97M-V/def2-TZVPD",
  "homo_ev": [-6.65, -9.65],
  "s2": 2.025,
  "multiplicity": 3,
  "relative_energy_ev": 0.833,
  "homo_lumo_gap_ev": [7.59, 6.88],
  "elements": ["C", "C", "C", "C", "C", "C", "C", "O", "H", "H", "H", "H", "H", "H", "H", "H"],
  "positions_angstrom": [[-1.604, -1.128, 0.394], [-1.905, -2.305, 0.325], [-1.475, 0.321, 0.469], [-0.029, 0.858, 0.616], [0.658, 1.102, -0.669], [1.668, 0.246, -0.858], [2.355, -0.754, -0.078], [2.547, -0.849, 1.134], [-1.981, 0.777, -0.533], [-2.087, 0.616, 1.228], [-0.165, 1.777, 1.161], [0.530, 0.208, 1.243], [0.205, 1.732, -1.495], [2.307, 0.334, -1.704], [2.730, -1.519, -0.759], [-1.924, -3.293, 0.450]],
  "mulliken_spin": [0.000, 0.003, 0.003, -0.023, 0.303, 0.031, 0.563, 0.946, 0.004, 0.001, 0.019, -0.001, 0.029, 0.009, 0.113, 0.001]
}

Record 4
{
  "formula": "C10H13O3",
  "method": "ωB97M-V/def2-TZVPD",
  "homo_ev": -4.37,
  "total_charge": -1,
  "multiplicity": 1,
  "relative_energy_ev": 2.139,
  "homo_lumo_gap_ev": 7.75,
  "elements": ["C", "C", "C", "C", "C", "C", "C", "O", "H", "H", "H", "H", "H", "H", "H", "H", "C", "C", "C", "O", "O", "H", "H", "H", "H", "H"],
  "positions_angstrom": [[1.112, 2.242, -3.137], [-0.305, 0.786, -0.014], [0.385, 1.381, 1.071], [-0.147, 1.023, -1.379], [0.811, 2.040, -1.676], [1.297, 2.346, 0.681], [1.335, 2.769, -0.635], [0.364, 0.841, 2.296], [-1.316, 0.441, 0.214], [-0.462, 0.309, -2.105], [1.762, 2.929, 1.479], [-0.045, -0.038, 2.157], [0.924, 1.294, -3.665], [2.173, 2.422, -3.351], [1.772, 3.762, -0.830], [0.345, 2.754, -3.758], [-0.943, -3.284, 1.515], [-2.087, -2.343, 1.177], [0.453, -2.666, 1.153], [0.471, -1.418, 0.905], [1.401, -3.447, 1.283], [-1.026, -3.496, 2.590], [-1.057, -4.227, 0.989], [-3.045, -2.783, 1.566], [-2.202, -2.328, 0.063], [-1.967, -1.308, 1.411]],
  "nbo_charge": [-0.640, -0.171, 0.304, -0.237, -0.061, -0.268, -0.237, -0.684, 0.193, 0.210, 0.201, 0.521, 0.209, 0.213, 0.193, 0.209, -0.522, -0.599, 0.782, -0.829, -0.748, 0.191, 0.198, 0.174, 0.189, 0.208]
}

Record 5
{
  "formula": "C31H31FeN2O3",
  "method": "ωB97M-V/def2-TZVPD",
  "homo_ev": [-1.17, -5.13],
  "s2": 6.094,
  "total_charge": -1,
  "multiplicity": 5,
  "relative_energy_ev": 0.000,
  "homo_lumo_gap_ev": [3.60, 7.08],
  "elements": ["C", "O", "C", "C", "C", "C", "C", "C", "C", "C", "C", "C", "Fe", "C", "C", "C", "C", "C", "C", "C", "H", "H", "H", "H", "H", "H", "H", "H", "H", "H", "H", "H", "H", "H", "H", "H", "H", "O", "C", "C", "C", "C", "C", "C", "C", "C", "O", "N", "C", "C", "C", "C", "C", "N", "H", "H", "H", "H", "H", "H", "H", "H", "H", "H", "H", "H", "H", "H"],
  "positions_angstrom": [[-6.037, 0.562, 1.113], [-5.269, -0.658, 1.213], [-3.933, -0.582, 1.447], [-3.281, -1.792, 1.803], [-2.024, -1.751, 2.350], [-1.347, -0.511, 2.561], [-0.189, -0.419, 3.401], [0.916, 0.427, 3.051], [2.150, 0.571, 3.836], [3.048, 1.454, 3.142], [2.421, 1.849, 1.892], [1.135, 1.205, 1.815], [2.551, -0.126, 2.043], [2.039, -1.640, 0.872], [2.571, -2.104, 2.143], [3.902, -1.539, 2.305], [4.192, -0.729, 1.133], [3.040, -0.791, 0.249], [-1.936, 0.658, 1.999], [-3.200, 0.631, 1.440], [-7.069, 0.215, 1.066], [-5.893, 1.208, 1.992], [-5.779, 1.111, 0.197], [-3.836, -2.724, 1.696], [-1.532, -2.676, 2.658], [0.018, -1.190, 4.141], [2.256, 0.155, 4.833], [3.997, 1.826, 3.519], [2.818, 2.566, 1.176], [0.387, 1.330, 1.040], [1.098, -1.956, 0.426], [2.096, -2.822, 2.806], [4.589, -1.759, 3.117], [5.136, -0.238, 0.915], [2.973, -0.358, -0.746], [-1.413, 1.613, 2.070], [-3.654, 1.546, 1.047], [0.080, 3.094, 5.096], [-0.530, 3.602, 6.032], [-1.071, 4.976, 6.172], [-1.875, 5.022, 7.300], [-2.540, 6.179, 7.677], [-2.339, 7.329, 6.897], [-1.501, 7.291, 5.764], [-0.874, 6.097, 5.376], [-1.841, 3.696, 7.964], [-2.465, 3.282, 8.931], [-0.905, 2.957, 7.214], [-0.613, 1.547, 7.495], [-1.707, 0.645, 6.944], [-2.243, -0.426, 7.909], [-2.840, -1.481, 6.964], [-2.263, -1.163, 5.568], [-1.303, -0.079, 5.752], [-3.179, 6.157, 8.558], [-2.832, 8.264, 7.169], [-1.343, 8.204, 5.187], [-0.235, 6.017, 4.497], [0.351, 1.313, 7.034], [-0.554, 1.455, 8.585], [-2.589, 1.277, 6.693], [-1.412, -0.845, 8.489], [-2.970, 0.005, 8.606], [-2.575, -2.493, 7.275], [-3.930, -1.395, 6.928], [-1.765, -2.034, 5.131], [-3.077, -0.874, 4.876], [-1.186, 0.561, 4.970]],
  "mulliken_spin": [0.001, 0.022, 0.135, -0.057, 0.132, 0.013, 0.372, -0.014, 0.126, -0.004, 0.051, 0.061, 1.966, -0.012, 0.073, -0.010, -0.038, 0.097, 0.162, -0.066, 0.000, -0.001, 0.001, -0.002, 0.003, -0.044, -0.034, 0.002, 0.006, 0.007, 0.002, 0.003, 0.000, 0.000, 0.006, 0.010, -0.004, 0.157, 0.117, 0.181, 0.189, -0.048, 0.090, 0.093, -0.048, 0.113, 0.155, -0.029, -0.013, 0.016, 0.004, 0.000, -0.002, 0.012, 0.005, 0.014, 0.013, 0.007, 0.003, 0.001, -0.001, 0.000, 0.001, 0.000, 0.000, -0.004, 0.003, 0.007]
}

Record 6
{
  "formula": "C28H25FN5O4SeZn",
  "method": "ωB97M-V/def2-TZVPD",
  "homo_ev": -10.85,
  "total_charge": 1,
  "multiplicity": 1,
  "relative_energy_ev": 0.651,
  "homo_lumo_gap_ev": 7.50,
  "elements": ["Zn", "C", "C", "C", "C", "C", "C", "C", "F", "C", "C", "C", "O", "C", "C", "N", "C", "C", "O", "O", "H", "H", "H", "H", "H", "H", "H", "H", "H", "H", "H", "C", "C", "O", "N", "C", "C", "C", "C", "C", "C", "N", "H", "H", "H", "H", "H", "H", "H", "H", "H", "H", "Se", "N", "C", "C", "C", "C", "C", "C", "N", "H", "H", "H", "H"],
  "positions_angstrom": [[1.392, 0.833, 1.006], [-1.485, -4.543, -3.251], [-1.587, -3.107, -3.773], [-2.956, -2.767, -4.358], [-4.040, -2.879, -3.290], [-3.623, -2.235, -1.998], [-4.558, -1.970, -1.021], [-4.183, -1.356, 0.173], [-5.123, -1.117, 1.097], [-2.889, -0.973, 0.406], [-1.921, -1.225, -0.572], [-0.557, -0.776, -0.346], [-0.217, -0.304, 0.769], [0.323, -0.929, -1.458], [-0.065, -1.672, -2.538], [-1.296, -2.172, -2.691], [-2.277, -1.881, -1.770], [1.698, -0.314, -1.351], [2.697, -0.921, -1.680], [1.698, 0.883, -0.854], [-1.665, -5.246, -4.059], [-2.208, -4.726, -2.462], [-0.490, -4.725, -2.849], [-0.825, -2.961, -4.547], [-3.171, -3.444, -5.185], [-2.928, -1.747, -4.752], [-4.275, -3.930, -3.103], [-4.957, -2.410, -3.651], [-5.592, -2.239, -1.177], [-2.600, -0.482, 1.320], [0.645, -1.872, -3.328], [3.936, -2.582, 1.107], [3.621, -1.116, 1.160], [2.504, -0.717, 1.512], [4.626, -0.312, 0.809], [4.489, 1.091, 0.441], [4.099, 2.004, 1.578], [5.051, 2.789, 2.218], [4.656, 3.688, 3.196], [3.311, 3.772, 3.513], [2.427, 2.952, 2.838], [2.804, 2.093, 1.895], [3.200, -3.151, 1.669], [4.937, -2.800, 1.466], [3.873, -2.874, 0.059], [5.470, -0.765, 0.489], [3.726, 1.172, -0.344], [5.443, 1.413, 0.028], [6.091, 2.708, 1.949], [5.378, 4.314, 3.696], [2.945, 4.460, 4.259], [1.370, 3.006, 3.048], [-0.110, 2.811, -0.729], [0.007, 2.319, 0.963], [-1.066, 2.756, 1.630], [-1.380, 2.522, 2.982], [-2.549, 3.029, 3.479], [-3.428, 3.796, 2.681], [-3.152, 4.055, 1.371], [-1.970, 3.527, 0.812], [-1.594, 3.659, -0.454], [-0.723, 1.924, 3.598], [-2.818, 2.844, 4.508], [-4.339, 4.170, 3.120], [-3.801, 4.649, 0.749]],
  "nbo_charge": [1.730, -0.622, -0.027, -0.407, -0.425, -0.012, -0.224, 0.399, -0.308, -0.250, -0.071, 0.505, -0.775, -0.333, 0.151, -0.331, 0.149, 0.799, -0.644, -0.960, 0.230, 0.215, 0.224, 0.220, 0.232, 0.218, 0.226, 0.238, 0.239, 0.252, 0.235, -0.711, 0.745, -0.767, -0.572, -0.294, 0.230, -0.228, -0.128, -0.240, 0.062, -0.577, 0.249, 0.232, 0.263, 0.414, 0.271, 0.230, 0.231, 0.235, 0.239, 0.207, 1.145, -0.886, 0.211, -0.272, -0.148, -0.207, -0.174, 0.061, -0.613, 0.224, 0.228, 0.231, 0.239]
}

Record 7
{
  "formula": "C4H9N2",
  "method": "ωB97M-V/def2-TZVPD",
  "homo_ev": [-9.97, -15.01],
  "s2": 2.006,
  "total_charge": 1,
  "multiplicity": 3,
  "relative_energy_ev": 2.235,
  "homo_lumo_gap_ev": [6.65, 7.99],
  "elements": ["C", "C", "C", "C", "N", "N", "H", "H", "H", "H", "H", "H", "H", "H", "H"],
  "positions_angstrom": [[1.133, 1.078, -0.118], [-0.016, 1.481, 0.358], [1.349, -0.377, -0.383], [-0.960, 0.279, 0.542], [-1.764, 0.147, -0.529], [0.204, -1.040, 0.380], [2.021, 1.619, -0.408], [-0.237, 2.473, 0.760], [1.387, -0.753, -1.433], [2.206, -0.717, 0.250], [-1.217, 0.265, 1.577], [-1.342, 0.124, -1.372], [-2.467, -0.520, -0.296], [-0.250, -1.769, -0.220], [0.593, -1.334, 1.294]],
  "mulliken_spin": [0.878, 0.856, -0.041, 0.053, 0.051, 0.024, 0.029, 0.009, 0.067, 0.048, 0.028, -0.001, -0.002, -0.003, 0.004]
}

Record 8
{
  "formula": "C37H35BiF5N8S4",
  "method": "ωB97M-V/def2-TZVPD",
  "homo_ev": -4.44,
  "total_charge": -1,
  "multiplicity": 1,
  "homo_lumo_gap_ev": 6.77,
  "elements": ["Bi", "C", "N", "C", "C", "N", "C", "C", "C", "C", "C", "C", "C", "S", "C", "C", "C", "C", "C", "C", "S", "H", "H", "H", "H", "H", "H", "H", "H", "H", "H", "H", "H", "H", "H", "H", "H", "H", "H", "C", "C", "N", "N", "C", "S", "N", "N", "H", "H", "H", "H", "H", "H", "C", "N", "C", "C", "C", "C", "C", "N", "C", "C", "C", "C", "C", "C", "H", "H", "H", "H", "H", "H", "H", "H", "H", "H", "H", "F", "C", "C", "F", "C", "F", "C", "S", "C", "F", "C", "F"],
  "positions_angstrom": [[0.634, 0.236, 0.476], [-2.559, -0.368, 1.301], [-1.758, 0.858, 1.487], [-2.252, 1.940, 0.612], [-1.221, 3.039, 0.370], [-0.168, 2.652, -0.582], [-0.709, 2.399, -1.935], [0.882, 3.654, -0.644], [0.546, 4.956, -1.014], [1.502, 5.946, -1.142], [2.835, 5.628, -0.905], [3.184, 4.336, -0.561], [2.224, 3.317, -0.432], [2.830, 1.703, -0.086], [-1.685, 1.243, 2.876], [-2.849, 1.364, 3.628], [-2.812, 1.693, 4.971], [-1.584, 1.899, 5.588], [-0.420, 1.793, 4.848], [-0.449, 1.481, 3.483], [1.091, 1.508, 2.622], [-3.626, -0.193, 1.476], [-2.203, -1.139, 1.983], [-2.450, -0.715, 0.272], [-3.146, 2.404, 1.047], [-2.556, 1.481, -0.333], [-0.741, 3.309, 1.313], [-1.768, 3.922, 0.012], [-1.580, 3.034, -2.145], [-1.012, 1.362, -2.060], [0.059, 2.623, -2.673], [-0.492, 5.190, -1.223], [1.214, 6.950, -1.427], [3.603, 6.387, -1.003], [4.220, 4.075, -0.387], [-3.808, 1.200, 3.149], [-3.733, 1.779, 5.533], [-1.537, 2.146, 6.642], [0.547, 1.956, 5.310], [3.492, -0.087, -4.746], [3.867, -0.555, -3.391], [5.070, -0.593, -2.907], [4.890, -1.014, -1.625], [3.604, -1.189, -1.286], [2.948, -1.638, 0.201], [2.957, -0.943, -2.447], [1.576, -0.981, -2.571], [4.391, 0.017, -5.346], [3.002, 0.887, -4.669], [2.804, -0.778, -5.238], [5.664, -1.053, -0.989], [1.196, -1.764, -2.023], [1.312, -1.056, -3.543], [-0.727, -3.353, -2.249], [-0.268, -2.682, -1.043], [-0.543, -3.246, 0.067], [-0.223, -2.840, 1.408], [-0.496, -3.663, 2.504], [-0.063, -2.986, 3.646], [0.447, -1.771, 3.201], [0.363, -1.665, 1.857], [0.376, -4.063, -3.008], [1.678, -4.149, -2.528], [2.664, -4.801, -3.263], [2.356, -5.393, -4.478], [1.052, -5.329, -4.956], [0.075, -4.667, -4.229], [-1.178, -2.602, -2.902], [-1.524, -4.075, -2.029], [-1.108, -4.188, 0.054], [-0.965, -4.636, 2.456], [-0.110, -3.327, 4.670], [0.877, -0.975, 3.788], [1.924, -3.713, -1.566], [3.675, -4.848, -2.874], [3.122, -5.904, -5.049], [0.795, -5.800, -5.897], [-0.939, -4.611, -4.613], [-7.053, 2.039, -5.484], [-6.060, 1.448, -4.802], [-5.062, 0.761, -5.466], [-5.095, 0.695, -6.805], [-4.047, 0.150, -4.759], [-3.112, -0.496, -5.468], [-3.957, 0.176, -3.358], [-2.702, -0.605, -2.483], [-4.990, 0.894, -2.734], [-5.003, 1.002, -1.396], [-6.012, 1.512, -3.424], [-6.971, 2.181, -2.764]],
  "nbo_charge": [1.693, -0.432, -0.519, -0.245, -0.235, -0.524, -0.444, 0.196, -0.255, -0.233, -0.215, -0.225, -0.177, -0.391, 0.082, -0.166, -0.250, -0.208, -0.218, -0.167, -0.326, 0.182, 0.226, 0.252, 0.193, 0.255, 0.228, 0.182, 0.182, 0.249, 0.211, 0.207, 0.203, 0.204, 0.216, 0.206, 0.207, 0.207, 0.217, -0.661, 0.349, -0.269, -0.365, 0.241, -0.236, -0.200, -0.655, 0.247, 0.244, 0.229, 0.424, 0.442, 0.381, -0.278, -0.503, 0.159, -0.035, -0.246, -0.354, -0.029, -0.675, -0.043, -0.242, -0.211, -0.236, -0.232, -0.156, 0.255, 0.188, 0.151, 0.206, 0.209, 0.209, 0.239, 0.209, 0.205, 0.205, 0.205, -0.307, 0.215, 0.256, -0.307, 0.296, -0.309, -0.260, -0.471, 0.279, -0.316, 0.294, -0.316]
}